95
Properties=species:S:1:pos:R:3 method="wB97M-V/def2-TZVPD" lumo_energy_ev="-6.2 / -6.0" orbital_gap_ev="7.289 / 7.487" s2=0.759 multiplicity=2 charge=+2
V -0.46 -0.16 -0.49
C 6.09 -2.75 0.74
C 5.62 -3.60 -0.46
C 6.55 -3.38 -1.66
C 5.71 -5.08 -0.08
C 4.20 -3.13 -0.74
C 3.92 -1.92 -1.36
C 2.63 -1.45 -1.40
Br 2.19 0.26 -2.17
C 1.55 -2.13 -0.80
O 0.41 -1.46 -0.73
C 1.81 -3.39 -0.24
C 3.12 -3.85 -0.24
C 0.76 -4.30 0.39
C 1.13 -4.54 1.87
C -0.65 -3.71 0.34
C 0.75 -5.64 -0.37
H 7.10 -3.03 1.02
H 5.43 -2.91 1.60
H 6.08 -1.69 0.49
H 7.54 -3.76 -1.40
H 6.65 -2.33 -1.92
H 6.18 -3.93 -2.52
H 6.75 -5.35 0.03
H 5.27 -5.71 -0.85
H 5.23 -5.29 0.88
H 4.70 -1.32 -1.82
H 3.31 -4.81 0.20
H 1.25 -3.59 2.39
H 2.07 -5.08 1.96
H 0.36 -5.12 2.36
H -0.70 -2.79 0.93
H -1.36 -4.43 0.74
H -0.93 -3.50 -0.69
H 1.73 -6.11 -0.38
H 0.44 -5.48 -1.40
H 0.05 -6.32 0.09
O -1.38 1.32 -1.15
S -2.17 2.11 -2.18
C -3.86 1.58 -1.84
C -4.74 1.47 -2.91
C -6.01 0.97 -2.68
C -6.38 0.57 -1.40
C -5.50 0.71 -0.34
C -4.24 1.23 -0.56
C -2.34 3.76 -1.48
C -2.36 3.97 -0.12
C -2.57 5.25 0.36
C -2.73 6.31 -0.52
C -2.68 6.09 -1.89
C -2.50 4.81 -2.38
H -4.43 1.78 -3.89
H -6.71 0.89 -3.50
H -7.37 0.16 -1.24
H -5.81 0.43 0.65
H -3.56 1.36 0.27
H -2.21 3.15 0.56
H -2.60 5.43 1.43
H -2.89 7.30 -0.14
H -2.80 6.92 -2.57
H -2.47 4.63 -3.44
C 0.21 1.55 2.93
C 0.97 1.29 1.62
C 1.39 2.62 0.97
C 2.20 0.40 1.89
O 0.13 0.64 0.74
H 0.87 1.97 3.68
H -0.20 0.61 3.32
H -0.62 2.24 2.76
H 1.97 3.20 1.68
H 0.51 3.20 0.68
H 1.99 2.44 0.08
H 2.91 0.94 2.51
H 2.69 0.13 0.96
H 1.90 -0.51 2.41
C -4.15 -3.51 1.62
N -3.65 -2.40 0.82
C -3.13 -1.35 1.67
C -3.64 -2.34 -0.52
S -2.52 -1.32 -1.36
N -4.48 -3.03 -1.28
C -5.75 -3.59 -0.83
C -4.32 -3.10 -2.72
H -3.41 -3.73 2.39
H -4.28 -4.41 1.03
H -5.08 -3.26 2.13
H -3.95 -0.93 2.26
H -2.66 -0.55 1.10
H -2.40 -1.76 2.37
H -6.08 -3.13 0.09
H -5.68 -4.67 -0.71
H -6.50 -3.39 -1.59
H -3.27 -3.14 -2.99
H -4.77 -2.23 -3.21
H -4.81 -4.00 -3.09